# 1
Formula: CH2F2N2O
Source: the OMol25 dataset
Level of theory: wB97M-V/def2-TZVPD

Properties
Calculated total energy ... -11529.3072 eV
Kohn-Sham gap ... 8.811 eV
M ... 96.036 g/mol
Energy above the lowest of the compared OMol25 structures with the same formula, charge and spin ... 69.3 kJ/mol

Geometry (Å):
C  1.888  -0.326  -0.485
N  -1.854  0.704  -0.534
N  -1.936  0.434  0.585
O  1.649  -0.044  0.628
F  1.850  -1.572  -0.992
F  2.127  0.459  -1.499
H  -1.269  0.779  1.423
H  -2.455  -0.434  0.874



# 2
Formula: C11H24BrN4O3
Source: the OMol25 dataset
Level of theory: wB97M-V/def2-TZVPD

Properties
Calculated total energy ... -93928.1784 eV
Total charge ... +1
Kohn-Sham gap ... 6.630 eV
M ... 340.242 g/mol

Geometry (Å):
C  3.969  -4.078  -0.145
C  4.067  -2.636  0.689
C  2.685  -1.751  0.627
Br  2.571  -0.966  -1.252
C  1.365  -2.709  0.776
N  0.383  -2.619  -0.383
C  -0.652  -3.634  0.123
N  -1.706  -3.832  -0.739
N  -0.307  -4.267  1.453
N  0.903  -3.677  1.840
H  5.027  -4.571  -0.052
H  3.196  -4.825  0.321
H  3.781  -3.900  -1.306
H  4.919  -1.978  0.208
H  4.380  -2.855  1.799
H  2.726  -0.836  1.357
H  -2.460  -3.118  -0.911
H  -1.782  -4.797  -1.180
H  -0.897  -4.992  1.939
H  1.403  -3.877  2.733
C  -2.318  5.680  -1.312
O  -1.782  4.368  -1.315
C  -0.362  4.353  -1.184
C  0.106  3.027  -0.580
O  -0.101  2.939  0.837
C  -1.462  2.802  1.267
C  -2.052  1.416  0.990
O  -2.374  1.278  -0.396
C  -2.243  -0.058  -0.852
H  -1.993  6.226  -2.203
H  -3.409  5.606  -1.317
H  -2.018  6.216  -0.407
H  -0.026  5.181  -0.546
H  0.064  4.475  -2.185
H  1.193  2.959  -0.718
H  -0.328  2.170  -1.096
H  -2.086  3.601  0.864
H  -1.439  2.943  2.353
H  -2.981  1.293  1.557
H  -1.337  0.648  1.305
H  -1.226  -0.424  -0.675
H  -2.428  -0.074  -1.929
H  -2.969  -0.707  -0.354



# 3
Formula: C22H46FO6P
Source: the OMol25 dataset
Level of theory: wB97M-V/def2-TZVPD

Properties
Calculated total energy ... -47846.2096 eV
Kohn-Sham gap ... 8.107 eV
M ... 456.576 g/mol
Structure (SMILES) ... C[PH2](CCCF)C[C@H]1CO1.CC(C)=O.CC(C)=O.CC(C)=O.CC(C)=O.CC(C)=O
Energy above the lowest of the compared OMol25 structures with the same formula, charge and spin ... 113.2 kJ/mol

Geometry (Å):
C  2.111  1.865  -0.930
P  1.000  0.914  -2.098
C  2.514  0.010  -2.839
C  2.770  -1.433  -2.314
C  2.474  -1.682  -0.816
F  3.661  -2.149  -0.201
C  -0.574  1.802  -1.440
C  -1.761  0.807  -1.691
C  -2.186  -0.034  -0.444
O  -2.961  1.089  -1.011
H  2.660  2.635  -1.495
H  1.570  2.386  -0.135
H  2.874  1.241  -0.449
H  0.766  1.522  -3.375
H  0.342  -0.321  -1.799
H  2.324  -0.081  -3.924
H  3.435  0.605  -2.749
H  2.271  -2.205  -2.914
H  3.846  -1.632  -2.444
H  2.177  -0.797  -0.245
H  1.730  -2.483  -0.737
H  -0.602  1.920  -0.351
H  -0.831  2.718  -1.990
H  -1.806  0.310  -2.670
H  -1.616  0.202  0.434
H  -2.231  -0.966  -1.005
C  0.001  -2.719  3.379
C  -1.129  -1.894  2.824
C  -2.378  -1.784  3.659
O  -1.038  -1.340  1.750
H  0.833  -2.711  2.675
H  0.341  -2.299  4.328
H  -0.327  -3.747  3.521
H  -2.146  -1.324  4.621
H  -2.808  -2.775  3.813
H  -3.106  -1.162  3.140
C  1.378  6.596  -1.116
C  2.311  5.859  -2.042
C  2.995  6.665  -3.118
O  2.503  4.670  -1.926
H  0.958  5.897  -0.395
H  1.924  7.372  -0.577
H  0.563  7.045  -1.687
H  3.611  7.444  -2.666
H  2.251  7.116  -3.776
H  3.634  6.010  -3.708
C  5.942  2.001  3.048
C  4.962  1.415  2.060
C  4.750  -0.077  2.104
O  4.374  2.116  1.269
H  5.997  3.078  2.907
H  5.611  1.796  4.068
H  6.933  1.574  2.888
H  4.368  -0.370  3.083
H  5.689  -0.594  1.903
H  4.025  -0.365  1.345
C  -5.896  1.177  -0.859
C  -7.223  0.686  -0.342
C  -7.510  -0.791  -0.481
O  -8.028  1.436  0.164
H  -5.821  2.250  -0.696
H  -5.084  0.686  -0.328
H  -5.814  0.977  -1.928
H  -6.765  -1.369  0.068
H  -7.498  -1.075  -1.535
H  -8.495  -1.008  -0.070
C  -3.113  -6.000  0.507
C  -1.804  -5.807  1.230
C  -0.699  -6.789  0.930
O  -1.645  -4.902  2.017
H  -3.813  -5.226  0.817
H  -2.959  -5.924  -0.570
H  -3.535  -6.975  0.754
H  -0.441  -6.748  -0.129
H  -1.017  -7.799  1.195
H  0.181  -6.533  1.516



# 4
Formula: CH7NS2
Source: the OMol25 dataset
Level of theory: wB97M-V/def2-TZVPD

Properties
Calculated total energy ... -24310.6289 eV
Kohn-Sham gap ... 9.025 eV
M ... 97.208 g/mol
Structure (SMILES) ... CSS.N
Energy above the lowest of the compared OMol25 structures with the same formula, charge and spin ... 56.6 kJ/mol

Geometry (Å):
C  1.762  -1.176  -0.406
S  0.832  -0.444  -1.802
S  0.361  1.372  -0.970
H  2.509  -0.416  -0.150
H  2.368  -1.869  -0.977
H  1.186  -1.286  0.484
H  -0.917  1.494  -1.366
N  -2.226  0.438  1.451
H  -1.371  0.680  1.941
H  -1.917  -0.121  0.665
H  -2.587  1.328  1.130



# 5
Formula: C10H13FN2
Source: the OMol25 dataset
Level of theory: wB97M-V/def2-TZVPD

Properties
Calculated total energy ... -16275.3305 eV
Kohn-Sham gap ... 8.594 eV
M ... 180.226 g/mol
Energy above the lowest of the compared OMol25 structures with the same formula, charge and spin ... 293.1 kJ/mol

Geometry (Å):
C  0.092  1.859  0.675
C  -0.516  -0.602  -0.785
C  1.000  1.004  0.362
C  0.699  -0.141  -0.507
C  2.909  0.208  -0.118
C  -1.769  1.408  0.135
C  -1.766  -0.178  -0.038
C  4.319  -0.353  -0.097
C  -1.698  -0.731  1.379
C  -3.096  -0.697  -0.716
N  2.393  1.053  0.596
N  1.993  -0.536  -0.948
F  -2.065  2.115  -0.973
H  0.143  2.697  1.353
H  -0.671  -1.359  -1.534
H  -2.460  1.728  0.993
H  4.683  -0.572  -1.148
H  4.125  -1.277  0.432
H  5.121  0.264  0.298
H  -1.754  -1.859  1.369
H  -2.696  -0.335  1.835
H  -0.729  -0.486  1.814
H  -2.966  -1.036  -1.685
H  -3.779  0.244  -0.879
H  -3.696  -1.365  -0.018
H  2.183  -1.053  -1.797